Entry 1:
Computed, not measured: C12H17Cl2N3O2Tc as an isolated structure at a distorted geometry, with ωB97M-V with the def2-TZVPD basis set.

Results
gap between HOMO and LUMO (alpha / beta) = 4.82 / 4.79 eV
multiplicity = 4
expectation value of S² = 3.803
total charge = -2
total energy = -48527.9484 eV
E_HOMO (alpha / beta) = 0.1 / 0.1 eV

Structure (XYZ):
```
37
Properties=species:S:1:pos:R:3:lowdin_spin:R:1
C -0.78633 0.79828 -1.33960 -0.049
C -1.60704 -0.35878 -1.24898 0.095
C -0.77727 -1.47517 -0.96779 -0.015
C -3.07392 -0.39548 -1.44048 0.022
C 0.58144 -1.04012 -0.93831 0.045
C 0.60124 0.40131 -1.14659 0.016
C 1.77136 1.16778 -1.65164 0.008
C -1.21042 2.13909 -1.77002 -0.011
C -1.20806 -2.87217 -0.74248 -0.007
C 1.74875 -1.94576 -1.08145 0.009
Tc 0.27268 0.33919 0.97295 2.393
Cl -2.00463 0.44564 1.66071 0.082
Cl 0.30249 2.55100 1.41536 0.169
O 2.13018 0.03868 1.29820 0.174
H -3.51264 0.56623 -1.16536 0.002
H -3.51453 -1.17853 -0.81753 0.002
H -3.37576 -0.60374 -2.47459 0.008
H -2.00356 -2.89542 0.01263 -0.002
H -0.36261 -3.46203 -0.37211 0.000
H -1.58960 -3.39762 -1.63091 -0.002
H 1.63793 -2.81916 -0.42998 0.000
H 2.67319 -1.42266 -0.83101 0.001
H 1.84674 -2.32619 -2.11048 0.003
H 2.69568 0.75748 -1.23737 0.000
H 1.73273 2.22126 -1.35767 0.000
H 1.82518 1.10368 -2.74726 0.001
H -2.05211 2.51351 -1.17183 -0.002
H -1.53685 2.10366 -2.81933 -0.004
H -0.37817 2.84873 -1.70707 0.000
H 2.35991 -0.56774 2.02028 0.009
O 2.80184 3.80447 0.25299 0.007
H 3.57355 4.08228 0.80539 0.000
N 0.24499 -0.79990 2.71223 0.034
C 0.15306 -0.60746 3.88123 0.010
N 0.05053 -0.74807 5.11991 0.002
C 0.01647 0.17469 6.04829 0.000
N -0.02646 0.85904 6.99967 0.001
```

Entry 2:
Computed, not measured: a 2-piece molecular cluster, C12H17ClF12NO3P overall at a distorted geometry, with ωB97M-V with the def2-TZVPD basis set.

Results
gap between HOMO and LUMO = 3.67 eV
multiplicity = 1
total charge = 0
total energy = -74761.1642 eV
E_HOMO = -6.3 eV

Structure (XYZ):
```
47
Properties=species:S:1:pos:R:3:mulliken_charge:R:1
F 6.40126 -1.83324 1.21650 -0.313
C 5.60496 -0.69152 0.62535 0.856
F 4.48759 -0.46631 1.56836 -0.245
F 6.56879 0.47238 0.65860 -0.265
C 5.17347 -1.10383 -0.89942 -0.858
C 3.58016 -1.44418 -1.11572 -0.730
C 2.64221 -0.11068 -1.49168 0.914
C 1.31612 -0.89601 -2.14155 0.576
F 1.79890 -1.24924 -3.53666 -0.328
F 1.08801 -2.24613 -1.52030 -0.332
C 0.00358 0.00202 -2.38376 0.447
F 0.36517 1.35082 -2.96403 -0.188
F -0.74575 -0.66716 -3.51786 -0.332
C -1.06432 0.26054 -1.21444 0.578
F -2.43087 0.19509 -1.86762 -0.310
F -1.05289 1.65045 -0.61713 -0.252
C -1.15038 -0.76634 0.03870 0.573
F 0.05562 -0.88808 0.88128 -0.171
F -2.24362 -0.25452 0.94774 -0.290
F -1.60824 -2.14879 -0.35622 -0.254
C 2.34584 0.97010 -0.24934 -0.506
O 3.42691 2.00213 -0.10110 -0.518
P 4.05957 2.26776 -1.70854 -0.081
Cl 2.56512 3.61215 -2.40756 -0.375
O 3.39212 0.78876 -2.43355 -0.422
H 5.61718 -0.38334 -1.74233 0.318
H 5.73225 -2.14050 -1.11138 0.359
H 3.57666 -2.24848 -1.99970 0.414
H 3.18925 -1.89739 -0.10655 0.192
H 2.22897 0.54473 0.83404 0.062
H 1.48878 1.63540 -0.68427 0.379
H 5.25786 1.67698 -1.17392 0.005
H 4.61751 3.48849 -1.10800 0.037
H 4.71356 2.52351 -2.98895 0.055
C -6.07519 0.82466 4.00129 -1.053
C -6.24449 0.83664 2.51435 0.580
O -6.58240 1.79271 1.84612 -0.462
N -6.03857 -0.30324 1.70882 0.034
C -6.53588 -1.59152 2.20536 -0.810
H -5.97855 1.85344 4.36088 0.333
H -6.94465 0.35878 4.47085 0.334
H -5.16613 0.27960 4.26669 0.366
H -5.03050 -0.34817 1.54404 0.215
H -6.45243 -0.01508 0.81215 0.394
H -7.56096 -1.46248 2.56017 0.364
H -5.87844 -1.93504 3.00840 0.348
H -6.51315 -2.29590 1.37188 0.362
```

Entry 3:
Computed, not measured: a 2-piece molecular cluster, C12H17ClFN2O4 overall at a distorted geometry, with ωB97M-V with the def2-TZVPD basis set.

Results
gap between HOMO and LUMO = 6.25 eV
multiplicity = 1
total charge = +1
total energy = -39116.7733 eV
E_HOMO = -11.8 eV

Structure (XYZ):
```
37
Properties=species:S:1:pos:R:3:mulliken_charge:R:1
C -1.65525 1.85312 1.50725 -0.490
O -2.30797 2.12625 0.24429 -0.451
C -2.02909 1.05017 -0.71507 -0.280
C -0.56186 1.35320 -1.31112 -0.491
C 0.35142 0.05614 -1.54144 -0.431
C 1.35130 -0.29017 -0.34079 -0.415
C 2.29912 0.95850 0.08233 0.363
C 2.77606 0.92354 1.55371 -0.331
C 3.64639 2.19904 1.87872 -0.576
C 3.77173 3.11129 0.64957 0.074
N 3.26576 2.92822 -0.65619 0.205
Cl 3.56466 4.13224 -1.86765 0.121
N 2.53325 1.86465 -0.95344 -0.346
H -0.96584 0.93842 1.42850 0.099
H -2.48621 1.69466 2.28146 0.266
H -1.00602 2.72202 1.88767 0.232
H -2.80637 1.20634 -1.55222 0.362
H -2.15675 0.01239 -0.27010 0.225
H -0.03465 2.15504 -0.69420 0.275
H -0.73585 1.81199 -2.35710 0.201
H 0.93530 0.10830 -2.52648 0.398
H -0.34940 -0.85328 -1.65537 0.174
H 0.84883 -0.73536 0.58642 0.204
H 2.08207 -1.10189 -0.71429 0.430
H 2.54879 0.12586 2.32584 0.406
H 4.10636 2.38740 2.90391 0.367
H 4.36382 4.08422 0.81588 0.438
C -2.36752 -4.63067 -0.02656 -0.503
C -1.25925 -3.66631 0.25339 0.329
O -1.62135 -2.52988 -0.50574 -0.165
C -2.98482 -2.55324 -0.56782 0.530
O -3.65920 -1.62106 -0.89205 -0.471
O -3.48278 -3.76762 -0.20671 -0.322
F -0.07514 -4.13465 -0.21007 -0.294
H -2.20334 -5.20770 -0.94083 0.283
H -2.53602 -5.32284 0.79941 0.294
H -1.16020 -3.38833 1.30688 0.291
```

Entry 4:
Computed, not measured: C12H17F3N4O3PtSTe as an isolated structure at a distorted geometry, with ωB97M-V with the def2-TZVPD basis set.

Results
gap between HOMO and LUMO = 6.73 eV
multiplicity = 1
total charge = 0
total energy = -54350.4139 eV
E_HOMO = -7.1 eV

Structure (XYZ):
```
42
Properties=species:S:1:pos:R:3:mulliken_charge:R:1
Pt 0.23813 -0.83696 0.50081 0.857
N 2.36152 0.28295 -0.35292 -0.477
C 2.44702 1.68020 0.03852 0.050
C 3.12179 1.82221 1.38750 -0.660
C 4.54943 1.31698 1.45718 -0.318
C 5.12678 1.37240 2.86607 -1.199
N 4.24880 0.72114 3.85826 -0.111
C 3.22906 1.29448 4.48629 0.731
N 3.12120 2.62264 4.57080 -0.382
N 2.37518 0.52989 5.16868 -0.413
C 1.03333 2.25530 0.25142 0.199
O 0.98740 3.47000 0.46495 -0.704
O 0.04426 1.42547 0.23511 -0.709
H 3.25006 -0.19855 -0.30806 0.191
H 2.04328 0.21398 -1.30900 0.297
H 2.95604 2.29063 -0.70952 0.583
H 2.50063 1.26985 2.09588 -0.017
H 3.07377 2.88304 1.63914 0.402
H 5.19146 1.90805 0.79676 0.359
H 4.60020 0.27490 1.12013 0.369
H 5.32924 2.39853 3.17433 0.317
H 6.07620 0.84618 2.89886 0.426
H 4.15225 -0.27503 3.72986 0.306
H 3.67673 3.20753 3.97782 0.191
H 2.27651 3.02746 4.93242 0.234
H 2.33556 -0.45030 4.94290 0.209
H 1.50303 0.92838 5.46655 0.246
F 0.63457 0.43793 3.07436 -0.262
C 0.95619 -0.75054 2.47019 0.091
F 2.34884 -0.90106 2.76978 -0.275
F 0.38993 -1.69685 3.26430 -0.251
O -2.56631 -0.78978 -0.60624 -0.400
C -1.46810 -0.91045 -0.37379 0.495
Te 1.57428 -3.00445 -0.20370 -0.122
C 0.39116 -4.69933 0.03666 -0.015
C -0.09810 -5.49790 -0.96104 -0.374
C -0.75816 -6.66270 -0.46704 -0.394
C -0.74836 -6.72416 0.89442 -0.454
S 0.05421 -5.37845 1.57682 -0.112
H 0.00782 -5.25515 -2.01329 0.384
H -1.21774 -7.41321 -1.09862 0.345
H -1.16671 -7.49135 1.53288 0.366
```

Entry 5:
Computed, not measured: C12H17FeN2O3 as an isolated structure at a distorted geometry, with ωB97M-V with the def2-TZVPD basis set.

Results
gap between HOMO and LUMO (alpha / beta) = 6.40 / 5.37 eV
multiplicity = 5
expectation value of S² = 6.076
total charge = +1
total energy = -56215.7979 eV
E_HOMO (alpha / beta) = -9.0 / -11.4 eV

Structure (XYZ):
```
35
Properties=species:S:1:pos:R:3:lowdin_spin:R:1
O 2.69118 -1.67593 -0.76645 -0.011
C 2.55778 -0.59659 -1.19061 0.010
Fe 2.42942 1.06745 -1.63285 1.912
C 3.32974 1.75573 -0.29293 0.052
O 4.02487 1.93219 0.62889 0.016
C 3.69423 1.11057 -2.81943 0.084
O 4.77785 0.98311 -3.23003 0.080
C -0.96091 1.03273 -0.02981 0.125
C -0.87592 0.19948 -1.26703 0.057
C 0.36672 0.47710 -2.09686 0.290
C 0.72047 1.85648 -2.26855 0.054
C 0.85012 2.50580 -0.97430 0.285
C -0.02240 2.03688 0.10373 0.122
H -1.91942 1.03315 0.51406 0.007
H -0.91955 -0.87288 -1.03573 0.011
H -1.76582 0.37381 -1.89952 0.030
H 0.43426 -0.23602 -2.92124 0.016
H 0.90310 2.35598 -3.22908 0.012
H 1.21524 3.55747 -0.94433 0.010
H -0.02553 2.61352 1.04142 0.002
C 0.33475 -0.95343 1.99412 0.025
N -1.03640 -0.84145 1.46491 0.387
C -2.09745 -0.49135 2.43478 0.027
N -1.35045 -1.96113 0.70195 0.307
C -2.68641 -2.53480 0.73727 0.032
H 0.57054 -0.01062 2.49752 0.000
H 0.45187 -1.80656 2.69196 0.010
H 1.01760 -1.11599 1.14577 0.004
H -1.79449 0.41592 2.96759 0.000
H -3.02695 -0.28278 1.88895 0.003
H -2.28848 -1.29549 3.16833 0.012
H -0.55465 -2.55110 0.44804 0.009
H -2.67400 -3.35608 0.01248 -0.001
H -2.93440 -2.92827 1.73725 0.013
H -3.43650 -1.79689 0.41975 0.008
```

Entry 6:
Computed, not measured: a 2-piece molecular cluster, C12H17N overall at a distorted geometry, with ωB97M-V with the def2-TZVPD basis set.

Results
gap between HOMO and LUMO = 8.88 eV
multiplicity = 1
total charge = 0
total energy = -14209.6024 eV
E_HOMO = -7.9 eV

Structure (XYZ):
```
30
Properties=species:S:1:pos:R:3:mulliken_charge:R:1
C -3.67820 -1.55737 1.08717 -1.354
C -2.43820 -1.10137 1.79534 0.442
C -2.32567 -0.83905 3.12011 -0.601
N -1.01635 -0.43626 3.40901 -0.141
C -0.27111 -0.54638 2.26812 -0.415
C 1.10212 -0.39525 2.04083 -0.833
C 1.55182 -0.47089 0.74348 -0.223
C 0.71444 -0.89053 -0.31143 -0.646
C -0.63106 -1.05624 -0.07278 -0.410
C -1.13804 -0.93765 1.22447 1.047
H -4.61347 -1.13685 1.43022 0.378
H -3.72317 -2.65391 1.11018 0.277
H -3.58625 -1.33129 0.02055 0.325
H -3.11168 -0.82695 3.85284 0.414
H -0.70874 -0.64035 4.34639 0.255
H 1.72238 -0.26045 2.91523 0.373
H 2.59406 -0.24362 0.57753 0.368
H 1.18126 -0.95114 -1.28038 0.388
H -1.24853 -1.44180 -0.87385 0.319
C 0.53745 2.05371 -2.36937 -0.975
C 2.04719 2.01690 -2.31530 -0.217
C 2.79016 0.74696 -2.71488 -1.101
H 0.04087 1.29118 -1.77185 0.115
H 0.13834 3.04480 -2.13218 0.344
H 0.16421 2.04596 -3.40590 0.315
H 2.37670 2.34371 -1.32383 0.286
H 2.42617 2.86881 -2.88642 0.381
H 2.19702 -0.13519 -2.96127 0.325
H 3.50315 0.52595 -1.92000 0.207
H 3.40315 0.91456 -3.60202 0.359
```

Entry 7:
Computed, not measured: a 2-piece molecular cluster, C12H17N overall at a distorted geometry, with ωB97M-V with the def2-TZVPD basis set.

Results
gap between HOMO and LUMO = 8.97 eV
multiplicity = 1
total charge = 0
total energy = -14209.7430 eV
E_HOMO = -8.0 eV

Structure (XYZ):
```
30
Properties=species:S:1:pos:R:3:mulliken_charge:R:1
C 3.12693 1.14827 0.53966 -1.281
C 2.88428 -0.14296 -0.16194 0.593
C 3.84455 -0.95584 -0.64750 -0.687
N 3.29406 -2.14833 -1.12541 -0.191
C 1.92882 -2.05146 -0.99347 -0.549
C 0.87473 -2.91599 -1.28222 -0.520
C -0.40686 -2.53513 -0.94685 -0.511
C -0.69085 -1.33199 -0.30474 -0.424
C 0.35660 -0.49100 0.05699 -0.182
C 1.62248 -0.80621 -0.41851 0.776
H 4.18393 1.31205 0.71942 0.348
H 2.58982 1.16552 1.49283 0.306
H 2.75377 2.00469 -0.02772 0.284
H 4.89633 -0.92430 -0.40836 0.366
H 3.69717 -2.64707 -1.90260 0.247
H 1.06714 -3.87518 -1.75356 0.360
H -1.20496 -3.19128 -1.26402 0.358
H -1.70990 -1.07210 -0.05816 0.284
H 0.25161 0.37158 0.69821 0.393
C -2.11332 2.51562 0.18249 -1.027
C -3.44158 1.75915 0.29073 -0.255
C -3.57539 0.95343 1.58385 -1.273
H -1.59789 2.49334 1.13776 0.316
H -2.31531 3.54241 -0.13513 0.327
H -1.52851 2.11527 -0.61947 0.244
H -4.34917 2.36632 0.17500 0.385
H -3.60224 1.10126 -0.55724 0.316
H -2.68259 0.33953 1.73108 0.284
H -3.72822 1.62855 2.42638 0.385
H -4.42542 0.27186 1.57250 0.327
```

Entry 8:
Computed, not measured: a 2-piece molecular cluster, C12H17N overall at a distorted geometry, with ωB97M-V with the def2-TZVPD basis set.

Results
gap between HOMO and LUMO = 8.57 eV
multiplicity = 1
total charge = 0
total energy = -14207.8896 eV
E_HOMO = -7.7 eV

Structure (XYZ):
```
30
Properties=species:S:1:pos:R:3:mulliken_charge:R:1
C 0.19770 2.29118 -2.48600 -1.256
C -0.46406 1.50815 -1.37252 -0.687
C 0.46109 0.76024 -0.54183 0.325
C 1.22447 1.41890 0.40406 -0.675
N 2.01719 0.41788 0.97263 -0.041
C 1.70474 -0.83933 0.44008 -0.100
C 2.27468 -2.06192 0.79126 -0.832
C 1.88053 -3.20779 -0.03705 -0.388
C 1.09298 -2.97948 -1.19373 -0.657
C 0.60939 -1.65670 -1.55574 -0.208
C 0.81581 -0.66099 -0.64994 0.911
H -0.38606 2.71310 -3.29449 0.410
H 0.83326 1.67128 -3.10808 0.340
H 0.94333 3.02348 -2.00010 0.261
H -1.09302 2.27301 -0.74216 0.255
H -1.22473 0.80080 -1.61059 0.461
H 1.24844 2.49597 0.78592 0.337
H 2.80176 0.35775 1.60487 0.205
H 2.90068 -2.27174 1.62940 0.405
H 2.26245 -4.31275 0.14306 0.239
H 0.87715 -3.76713 -1.91213 0.362
H 0.22304 -1.45481 -2.58576 0.360
C -2.86342 0.76942 1.32061 -0.208
C -2.59280 0.11202 2.75672 -0.903
H -1.89529 0.87300 0.81813 -0.313
H -3.41721 0.02748 0.67492 0.248
H -3.37420 1.70277 1.56029 0.341
H -2.53577 -0.96172 2.79402 0.312
H -3.09068 0.64613 3.49145 0.320
H -1.43144 0.31175 2.90271 0.176
```